Record 1
{
  "formula": "C6H37N2O10",
  "method": "the ωB97M-V functional and the def2-TZVPD basis",
  "orbital_gap_ha": 0.321,
  "multiplicity": 1,
  "charge": 1,
  "relative_energy_kj_mol": 466.5,
  "homo_energy_ev": -10.948,
  "species": ["N", "C", "C", "N", "C", "C", "C", "C", "H", "H", "H", "H", "H", "H", "H", "H", "H", "H", "H", "H", "H", "H", "H", "H", "H", "H", "H", "O", "H", "H", "O", "H", "H", "O", "H", "H", "O", "H", "H", "O", "H", "H", "O", "H", "H", "O", "H", "H", "O", "H", "H", "O", "H", "H", "O"],
  "xyz": [[-1.20, 0.84, 1.62], [-2.16, -0.39, 1.66], [-1.70, -1.46, 0.64], [-1.65, -0.92, -0.70], [-2.84, -0.97, -1.54], [-0.13, -2.68, -1.83], [-0.39, -1.17, -1.57], [0.84, -0.58, -0.96], [-0.39, 0.52, 2.10], [-0.81, 1.13, 0.78], [-1.60, 1.69, 2.09], [-3.09, 0.21, 1.57], [-1.94, -0.69, 2.68], [-0.64, -1.80, 0.96], [-2.30, -2.45, 0.81], [-3.88, -1.36, -1.16], [-2.90, 0.01, -2.00], [-2.56, -1.57, -2.36], [0.82, -2.72, -2.30], [0.10, -3.51, -1.04], [-0.89, -3.11, -2.42], [-0.67, -0.67, -2.55], [1.66, -1.24, -0.93], [0.72, -0.05, 0.11], [1.13, 0.29, -1.46], [-3.50, 3.30, -1.19], [-3.74, 2.95, -2.76], [-3.41, 2.55, -1.92], [2.46, 3.53, -1.88], [1.97, 2.62, -0.74], [1.83, 2.88, -1.57], [-1.60, 2.00, -1.33], [-0.31, 2.86, -1.22], [-0.92, 2.41, -0.70], [1.89, 0.78, -3.22], [2.86, 0.51, -4.30], [2.67, 0.22, -3.47], [-1.00, -2.91, 3.35], [-0.46, -2.75, 4.80], [-0.92, -2.27, 4.11], [-1.29, -5.24, 1.91], [-1.59, -4.97, 3.38], [-1.17, -4.71, 2.62], [3.33, 1.64, -0.20], [3.41, 1.90, 1.38], [2.86, 1.73, 0.64], [1.76, -1.09, 2.41], [1.96, 0.25, 3.12], [1.25, -0.32, 2.90], [3.93, -0.05, -1.97], [5.31, 0.44, -2.21], [4.65, 0.58, -1.62], [0.31, 3.55, 0.80], [1.29, 2.47, 1.10], [0.46, 2.86, 1.40]],
  "nbo_charge": [-0.71, -0.23, -0.25, -0.50, -0.42, -0.65, -0.03, -0.62, 0.45, 0.47, 0.44, 0.22, 0.24, 0.22, 0.21, 0.22, 0.20, 0.18, 0.22, 0.22, 0.21, 0.21, 0.21, 0.20, 0.21, 0.50, 0.49, -0.98, 0.49, 0.47, -0.97, 0.51, 0.49, -1.00, 0.48, 0.47, -0.95, 0.49, 0.48, -0.98, 0.48, 0.48, -0.95, 0.53, 0.50, -0.99, 0.49, 0.48, -0.95, 0.50, 0.47, -0.97, 0.47, 0.48, -0.97]
}


Record 2
{
  "formula": "C6H12NO2",
  "method": "the ωB97M-V functional and the def2-TZVPD basis",
  "orbital_gap_ha": 0.433,
  "multiplicity": 1,
  "smiles": "CC1(C)CCC(O)=[N+]1O",
  "charge": 1,
  "relative_energy_kj_mol": 8.6,
  "homo_energy_ev": -14.890,
  "species": ["C", "C", "C", "C", "C", "C", "O", "N", "O", "H", "H", "H", "H", "H", "H", "H", "H", "H", "H", "H", "H"],
  "xyz": [[1.13, 1.05, -1.05], [0.32, 0.29, 0.00], [0.84, 0.55, 1.41], [0.17, -1.21, -0.32], [-1.30, -1.55, -0.01], [-1.97, -0.22, -0.03], [-3.24, 0.03, 0.00], [-1.09, 0.73, -0.06], [-1.44, 2.04, 0.03], [1.30, 2.08, -0.76], [0.65, 1.02, -2.02], [2.11, 0.57, -1.14], [0.74, 1.60, 1.67], [1.89, 0.29, 1.46], [0.30, -0.04, 2.14], [0.86, -1.80, 0.26], [0.37, -1.38, -1.38], [-1.41, -2.00, 0.99], [-1.74, -2.24, -0.73], [-3.81, -0.76, 0.02], [-0.83, 2.57, -0.51]],
  "nbo_charge": [-0.64, 0.13, -0.63, -0.40, -0.49, 0.66, -0.58, -0.03, -0.48, 0.22, 0.23, 0.26, 0.23, 0.24, 0.22, 0.25, 0.24, 0.26, 0.27, 0.53, 0.50]
}


Record 3
{
  "formula": "C19H18F3N3O4",
  "method": "the ωB97M-V functional and the def2-TZVPD basis",
  "orbital_gap_ha": 0.324,
  "multiplicity": 1,
  "smiles": "COc1ccc2cc([C@@]3(C)NC(=O)N(CC(=O)NCC(F)(F)F)C3=O)ccc2c1",
  "charge": 0,
  "homo_energy_ev": -8.439,
  "species": ["C", "O", "C", "C", "C", "C", "C", "C", "C", "C", "N", "C", "O", "N", "C", "C", "O", "N", "C", "C", "F", "F", "F", "C", "O", "C", "C", "C", "C", "H", "H", "H", "H", "H", "H", "H", "H", "H", "H", "H", "H", "H", "H", "H", "H", "H", "H"],
  "xyz": [[5.19, -2.01, -5.21], [5.20, -1.04, -4.19], [4.07, -0.87, -3.45], [4.17, 0.12, -2.45], [3.11, 0.40, -1.63], [1.89, -0.30, -1.77], [0.78, -0.04, -0.94], [-0.39, -0.73, -1.09], [-1.61, -0.46, -0.23], [-2.60, 0.44, -0.99], [-2.24, -1.68, 0.23], [-2.21, -1.84, 1.56], [-2.58, -2.77, 2.22], [-1.64, -0.66, 2.09], [-1.45, -0.48, 3.51], [-2.37, 0.59, 4.12], [-3.18, 0.35, 4.99], [-2.17, 1.83, 3.61], [-2.89, 2.96, 4.11], [-1.95, 3.94, 4.81], [-2.62, 4.98, 5.34], [-1.25, 3.37, 5.80], [-1.05, 4.46, 3.96], [-1.26, 0.20, 1.11], [-0.77, 1.29, 1.28], [-0.49, -1.71, -2.11], [0.57, -1.98, -2.92], [1.79, -1.29, -2.78], [2.90, -1.56, -3.61], [5.01, -3.01, -4.81], [6.18, -1.97, -5.66], [4.44, -1.78, -5.97], [5.11, 0.65, -2.35], [3.19, 1.16, -0.87], [0.88, 0.73, -0.19], [-2.83, 0.00, -1.95], [-2.14, 1.42, -1.15], [-3.51, 0.57, -0.42], [-2.54, -2.41, -0.39], [-1.68, -1.44, 3.98], [-0.41, -0.20, 3.71], [-1.48, 1.97, 2.87], [-3.62, 2.60, 4.85], [-3.40, 3.51, 3.31], [-1.42, -2.24, -2.25], [0.48, -2.73, -3.70], [2.79, -2.32, -4.37]],
  "nbo_charge": [-0.25, -0.49, 0.32, -0.24, -0.17, 0.00, -0.19, -0.05, 0.02, -0.60, -0.62, 0.80, -0.59, -0.46, -0.32, 0.67, -0.60, -0.64, -0.31, 0.97, -0.32, -0.32, -0.33, 0.73, -0.62, -0.21, -0.18, -0.05, -0.30, 0.18, 0.20, 0.18, 0.23, 0.22, 0.23, 0.22, 0.23, 0.22, 0.42, 0.27, 0.23, 0.44, 0.26, 0.22, 0.20, 0.21, 0.22]
}


Q: Which formula does entry 3 have?
A: C19H18F3N3O4